No. 1
ORCA calculation (ωB97M-V/def2-TZVPD) on an isolated molecule of C6H5BrClN3.

Results
* relative energy (zero: lowest compared OMol25 entry of this formula, charge and spin): 0.00 kJ/mol
* SMILES: [H]/N=C(\Br)c1c(Cl)ccnc1N
* LUMO energy: 0.48 eV
* HOMO: -8.68 eV

```
! wB97M-V def2-TZVPD RIJCOSX def2/J DEFGRID3
* xyz 0 1
H -3.51 1.51 -0.36
N -2.48 1.46 -0.05
C -1.87 0.41 -0.14
Br -2.68 -1.40 -0.43
C -0.35 0.09 0.16
C -0.02 -0.37 1.41
Cl -1.29 -0.42 2.66
C 1.32 -0.75 1.65
C 2.23 -0.58 0.59
N 1.88 -0.25 -0.64
C 0.62 0.20 -0.89
N 0.40 0.59 -2.15
H 1.48 -1.19 2.71
H 3.27 -0.91 0.71
H -0.22 1.32 -2.50
H 1.22 0.30 -2.74
*
```

=====

No. 2
ORCA calculation (ωB97M-V/def2-TZVPD) on a structure of composition C20H21FN2O4S.

Results
* relative energy (zero: lowest compared OMol25 entry of this formula, charge and spin): 1707.54 kJ/mol
* LUMO energy: -0.54 eV
* HOMO: -7.94 eV

```
! wB97M-V def2-TZVPD RIJCOSX def2/J DEFGRID3
* xyz 0 1
C 0.05 -3.05 -2.25
C 1.00 -2.71 -1.13
C 1.46 -1.15 -1.20
N 2.06 -0.92 0.02
C 3.28 -0.45 -0.14
C 3.59 0.56 -0.90
C 4.81 1.12 -0.73
C 5.75 0.96 0.00
C 5.36 0.03 0.99
C 4.21 -0.64 1.00
F 3.81 -1.36 1.92
H 5.98 -0.18 1.78
H 6.77 1.23 0.06
H 5.20 2.05 -1.62
H 2.95 0.90 -1.87
S 0.97 -0.63 1.52
O 0.44 -1.99 1.83
O 1.76 0.06 2.45
C -0.16 0.59 0.71
C -1.60 0.09 0.93
C -2.65 0.89 0.33
C -2.40 2.28 0.17
C -0.98 2.74 0.04
C 0.00 1.82 0.53
O 1.37 2.24 0.09
C 1.86 3.42 0.05
H 1.52 3.51 -0.97
H 1.37 4.26 0.74
H 2.78 3.36 0.28
H -0.73 3.60 -0.26
H -3.07 2.96 -0.33
C -4.01 0.42 0.32
C -4.53 -0.70 0.84
C -5.97 -0.66 0.59
N -6.19 0.61 0.16
O -4.91 1.49 0.09
C -7.03 -1.48 0.68
H -8.00 -1.00 0.86
H -6.93 -2.34 0.27
H -7.19 -1.65 2.00
H -4.00 -1.71 1.35
H -1.89 -0.89 1.40
H 0.33 -0.63 -1.28
H 1.93 -1.24 -1.99
H 1.62 -3.28 -1.15
H 0.43 -2.92 -0.22
H 0.64 -3.02 -3.21
H -0.19 -4.24 -2.25
H -0.87 -2.33 -2.48
*
```

=====

No. 3
ORCA calculation (ωB97M-V/def2-TZVPD) on an isolated molecule of C4H6N2O2.

Results
* relative energy (zero: lowest compared OMol25 entry of this formula, charge and spin): 346.43 kJ/mol
* SMILES: [H]/N=C(\N)C(=C)C(=O)O
* LUMO energy: -0.72 eV
* HOMO: -10.26 eV

```
! wB97M-V def2-TZVPD RIJCOSX def2/J DEFGRID3
* xyz 0 1
H 1.27 -2.38 -0.17
N 0.41 -1.81 0.01
C 0.77 -0.49 -0.06
N 1.97 0.18 -0.08
C -0.38 0.43 -0.13
C -0.13 1.72 -0.23
C -1.80 -0.08 -0.01
O -2.75 0.61 0.13
O -2.12 -1.42 -0.14
H 1.59 1.06 0.62
H 2.63 -0.43 0.70
H 0.95 2.05 -0.42
H -1.06 2.35 0.10
H -1.35 -1.78 -0.33
*
```

=====

No. 4
ORCA calculation (ωB97M-V/def2-TZVPD) on a cluster of 7 separate species, C20H18Cl24F22N3S2 in total.

Results
* LUMO energy: -3.64 eV
* HOMO: -12.10 eV

```
! wB97M-V def2-TZVPD RIJCOSX def2/J DEFGRID3
* xyz 1 1
N 6.24 2.27 -0.19
C 5.18 1.63 -1.00
C 4.78 2.59 -2.23
N 3.32 2.80 -2.42
C 2.60 3.14 -1.15
C 1.05 2.86 -1.40
C 0.48 1.52 -0.76
C -0.69 0.81 -1.55
F -0.92 1.34 -2.85
F -0.24 -0.53 -1.80
C -2.06 0.62 -0.74
F -2.73 -0.44 -1.38
F -1.74 0.11 0.55
C -2.92 1.93 -0.52
F -2.17 3.04 -0.99
F -3.03 2.19 0.86
C -4.31 2.02 -1.30
F -4.60 3.40 -1.39
F -4.24 1.59 -2.63
S -5.79 1.22 -0.50
F -5.80 0.08 -1.73
F -6.78 2.14 -1.51
F -5.88 2.35 0.70
F -4.92 0.15 0.39
F -7.18 0.55 0.11
C 3.22 2.48 0.17
N 3.95 1.22 -0.24
C 4.19 0.27 0.90
C 4.38 -1.24 0.45
C 3.06 -1.96 -0.07
F 2.74 -1.61 -1.42
F 1.99 -1.37 0.69
C 2.96 -3.53 0.23
F 1.59 -3.85 0.33
F 3.49 -3.83 1.50
S 3.74 -4.69 -1.00
F 4.83 -3.58 -1.59
F 4.89 -5.17 0.18
F 2.75 -5.94 -0.43
F 2.63 -4.41 -2.19
F 4.44 -5.81 -2.00
H 5.96 2.45 0.77
H 6.66 3.08 -0.65
H 5.61 0.67 -1.45
H 5.28 3.61 -2.21
H 5.15 2.07 -3.19
H 2.91 1.91 -2.74
H 2.71 4.28 -1.02
H 0.86 3.00 -2.50
H 0.49 3.72 -0.88
H 1.27 0.73 -0.52
H 0.04 1.81 0.27
H 2.44 2.30 0.98
H 3.95 3.25 0.60
H 3.35 0.70 -0.92
H 5.15 0.56 1.46
H 3.35 0.44 1.65
H 4.92 -1.80 1.28
H 5.11 -1.23 -0.44
C -10.07 1.17 2.10
Cl -9.48 2.43 0.98
Cl -8.79 0.77 3.26
Cl -11.49 1.77 2.96
Cl -10.51 -0.28 1.17
C -8.01 -1.19 6.99
Cl -7.41 -0.53 8.53
Cl -7.10 -0.48 5.65
Cl -7.81 -2.95 6.98
Cl -9.73 -0.79 6.81
C 3.49 -8.53 2.07
Cl 1.95 -8.92 1.28
Cl 4.83 -9.18 1.09
Cl 3.66 -6.77 2.20
Cl 3.54 -9.26 3.68
C 8.40 -2.26 -0.29
Cl 8.77 -2.77 -1.95
Cl 6.94 -3.10 0.27
Cl 9.76 -2.66 0.77
Cl 8.12 -0.50 -0.26
C 0.33 6.94 -0.28
Cl -1.03 6.00 -0.93
Cl 0.76 8.22 -1.42
Cl -0.12 7.65 1.28
Cl 1.73 5.86 -0.05
C -9.68 -1.71 -2.69
Cl -9.02 -1.64 -4.34
Cl -10.00 -3.40 -2.26
Cl -8.51 -1.02 -1.56
Cl -11.19 -0.78 -2.62
*
```

=====

What did the second record say?
ORCA calculation (ωB97M-V/def2-TZVPD) on a structure of composition C20H21FN2O4S.

Results
* relative energy (zero: lowest compared OMol25 entry of this formula, charge and spin): 1707.54 kJ/mol
* LUMO energy: -0.54 eV
* HOMO: -7.94 eV

```
! wB97M-V def2-TZVPD RIJCOSX def2/J DEFGRID3
* xyz 0 1
C 0.05 -3.05 -2.25
C 1.00 -2.71 -1.13
C 1.46 -1.15 -1.20
N 2.06 -0.92 0.02
C 3.28 -0.45 -0.14
C 3.59 0.56 -0.90
C 4.81 1.12 -0.73
C 5.75 0.96 0.00
C 5.36 0.03 0.99
C 4.21 -0.64 1.00
F 3.81 -1.36 1.92
H 5.98 -0.18 1.78
H 6.77 1.23 0.06
H 5.20 2.05 -1.62
H 2.95 0.90 -1.87
S 0.97 -0.63 1.52
O 0.44 -1.99 1.83
O 1.76 0.06 2.45
C -0.16 0.59 0.71
C -1.60 0.09 0.93
C -2.65 0.89 0.33
C -2.40 2.28 0.17
C -0.98 2.74 0.04
C 0.00 1.82 0.53
O 1.37 2.24 0.09
C 1.86 3.42 0.05
H 1.52 3.51 -0.97
H 1.37 4.26 0.74
H 2.78 3.36 0.28
H -0.73 3.60 -0.26
H -3.07 2.96 -0.33
C -4.01 0.42 0.32
C -4.53 -0.70 0.84
C -5.97 -0.66 0.59
N -6.19 0.61 0.16
O -4.91 1.49 0.09
C -7.03 -1.48 0.68
H -8.00 -1.00 0.86
H -6.93 -2.34 0.27
H -7.19 -1.65 2.00
H -4.00 -1.71 1.35
H -1.89 -0.89 1.40
H 0.33 -0.63 -1.28
H 1.93 -1.24 -1.99
H 1.62 -3.28 -1.15
H 0.43 -2.92 -0.22
H 0.64 -3.02 -3.21
H -0.19 -4.24 -2.25
H -0.87 -2.33 -2.48
*
```